1.
54
Properties=species:S:1:pos:R:3 method="wB97M-V/def2-TZVPD" total_charge=+2 molar_mass_g_mol=730.21 spin_multiplicity=2 gap_ev="7.44 / 6.70" s_squared=0.76
Ru -0.38 0.07 -0.57
C 0.61 0.05 2.57
C 1.80 0.06 1.67
C 3.08 0.09 2.23
C 4.18 0.08 1.40
C 3.99 0.05 0.03
C 2.70 0.01 -0.48
N 1.63 0.01 0.34
Sb 2.49 -0.13 -2.63
C 1.27 -1.83 -2.32
C 1.43 -3.01 -3.01
C 0.72 -4.13 -2.60
C -0.11 -4.04 -1.50
C -0.24 -2.82 -0.85
C -1.15 -2.62 0.32
N 0.45 -1.75 -1.25
C 1.03 1.46 -2.57
C 0.95 2.35 -3.62
C 0.37 3.60 -3.40
C 0.02 3.96 -2.11
C 0.13 3.04 -1.08
C -0.06 3.47 0.34
N 0.54 1.77 -1.34
H 0.43 -0.95 2.96
H -0.27 0.38 2.03
H 0.75 0.72 3.42
H 3.19 0.13 3.30
H 5.18 0.11 1.82
H 4.84 0.05 -0.64
H 2.09 -3.05 -3.87
H 0.82 -5.07 -3.13
H -0.67 -4.89 -1.15
H -2.04 -3.24 0.26
H -1.50 -1.57 0.38
H -0.63 -2.85 1.26
H 1.34 2.08 -4.59
H 0.26 4.30 -4.21
H -0.31 4.96 -1.89
H -0.85 4.22 0.43
H 0.87 3.94 0.68
H -0.27 2.64 1.01
N -4.67 4.72 -1.30
C -4.32 3.83 -0.66
C -3.80 2.74 0.12
C -4.44 2.25 1.26
C -3.84 1.21 1.94
C -2.65 0.69 1.48
N -2.02 1.16 0.38
C -2.61 2.17 -0.28
H -5.38 2.67 1.58
H -4.30 0.79 2.82
H -2.17 -0.12 2.00
H -2.13 2.52 -1.18
I -1.97 -0.30 -2.60

2.
50
Properties=species:S:1:pos:R:3 method="wB97M-V/def2-TZVPD" total_charge=0 e_above_lowest_kcal_mol=169.8 molar_mass_g_mol=370.45 gap_ev=2.40
C -4.32 0.40 3.41
C -3.68 -0.77 3.05
C -2.31 -0.86 3.09
C -1.54 0.25 3.48
C -0.09 0.24 3.50
N 0.53 1.43 3.50
C 1.74 1.65 3.94
C 2.40 2.81 3.76
N 2.97 3.83 3.57
C 0.69 -1.00 3.51
C 0.25 -2.13 4.22
C 1.02 -3.26 4.29
C 2.24 -3.31 3.65
C 2.69 -2.22 2.93
C 1.93 -1.07 2.87
C -2.21 1.43 3.81
C -3.58 1.50 3.79
H -5.40 0.46 3.40
H -4.27 -1.62 2.73
H -1.82 -1.77 2.79
H 2.21 0.89 4.55
H -0.69 -2.08 4.74
H 0.69 -4.09 4.88
H 2.85 -4.20 3.71
H 3.64 -2.26 2.42
H 2.29 -0.22 2.31
H -1.61 2.29 4.08
H -4.07 2.42 4.08
C -2.32 0.00 -4.55
O -1.13 -0.59 -4.07
C -0.31 0.27 -3.34
C 0.91 -0.25 -2.87
C 1.78 0.52 -2.15
C 1.48 1.87 -1.84
C 2.35 2.65 -1.09
O 2.11 3.94 -0.73
C 3.10 4.43 0.15
C 0.25 2.39 -2.31
C -0.61 1.61 -3.04
H -2.86 -0.76 -5.12
H -2.94 0.33 -3.72
H -2.09 0.83 -5.21
H 1.14 -1.27 -3.11
H 2.71 0.11 -1.81
H 3.27 2.20 -0.75
H 2.88 5.47 0.37
H 3.08 3.85 1.07
H 4.08 4.36 -0.32
H 0.01 3.41 -2.08
H -1.54 2.03 -3.38